Density functional theory data (the ωB97M-V functional and the def2-TZVPD basis) for a structure of composition C4H3LaLiO6.

Cartesian coordinates (Å):
O 3.783 -0.965 0.530
C 2.788 -0.195 0.361
O 2.980 0.992 -0.043
O 1.593 -0.680 0.582
C 0.499 0.173 0.791
O -1.711 0.634 0.243
C -2.742 0.457 -0.641
C -0.697 -0.290 0.328
O -2.803 -0.585 -1.325
O -3.608 1.355 -0.618
La 5.940 0.659 -0.166
Li -4.521 0.279 -2.058
H 0.690 1.229 0.980
H -0.732 -1.105 -0.402
H -1.461 -1.958 1.438

HOMO (spin up / spin down) = -10.740 / -10.264 eV
F_max = 0.0743 Eh/bohr
Net charge = +1
E = -644.421949 Ha
LUMO (spin up / spin down) = -5.67 / -5.67 eV
Orbital gap (spin up / spin down) = 0.1863 / 0.1687 Ha

Per-atom Mulliken charges, elementary charge units: -0.7823, 0.9838, -0.7868, -0.2320, -0.2833, -0.2729, 0.9840, -0.4149, -0.8400, -0.8304, 1.6336, 0.8947, 0.3485, 0.4964, 0.1015

Density functional theory data (the ωB97M-V functional and the def2-TZVPD basis) for a structure of composition C23H35KNSi2.

Cartesian coordinates (Å):
K 0.571 1.442 -1.380
C -1.782 1.727 0.175
Si -1.763 0.308 1.351
C -0.726 -1.323 0.960
N 0.655 -1.115 0.465
C 1.016 -2.050 -0.616
C 2.242 -2.926 -0.258
C 3.454 -2.026 0.087
C 3.019 -0.859 0.982
C 1.622 -1.090 1.552
C -1.048 0.770 3.022
C -0.388 2.038 3.168
C 0.122 2.401 4.400
C 0.238 1.458 5.488
C -0.442 0.244 5.355
C -1.062 -0.087 4.125
C -3.475 -0.299 1.716
C -4.155 -0.894 0.588
C -5.339 -1.585 0.820
C -5.853 -1.871 2.102
C -5.243 -1.113 3.142
C -4.111 -0.306 2.959
H -1.692 2.727 0.590
H -2.659 1.683 -0.487
H -1.379 -1.862 0.230
H -0.676 -1.887 1.881
H 1.359 -1.450 -1.458
H 0.124 -2.597 -0.891
H 2.601 -3.584 -1.085
H 1.950 -3.624 0.554
H 3.946 -1.681 -0.782
H 4.137 -2.645 0.666
H 3.139 0.086 0.423
H 3.800 -0.735 1.794
H 1.313 -0.300 2.253
H 1.565 -1.984 2.216
H -0.403 2.714 2.375
H 0.596 3.356 4.546
H 0.821 1.646 6.393
H -0.399 -0.485 6.194
H -1.599 -1.047 4.090
H -3.749 -0.873 -0.429
H -5.866 -1.973 -0.070
H -6.663 -2.543 2.182
H -5.623 -1.146 4.182
H -3.818 0.334 3.788
C 3.005 0.988 -6.368
Si 2.161 1.505 -4.746
C 0.345 0.981 -4.979
C 1.851 3.385 -4.766
C 2.935 0.791 -3.202
H 2.420 1.487 -7.192
H 2.769 -0.084 -6.410
H 4.073 1.060 -6.497
H -0.071 1.570 -5.814
H -0.317 1.215 -4.127
H 0.193 -0.108 -5.115
H 1.936 3.811 -5.754
H 2.561 3.849 -4.077
H 0.889 3.683 -4.367
H 3.841 1.196 -2.745
H 3.032 -0.299 -3.203

HOMO = -2.966 eV
F_max = 0.0672 Eh/bohr
Net charge = -1
E = -2131.042326 Ha
LUMO = 2.42 eV
Orbital gap = 0.1981 Ha

Per-atom Mulliken charges, elementary charge units: 0.4321, -1.6285, 0.7585, -0.9307, 0.4358, -0.4940, -0.8030, -0.6356, -0.6092, -0.4484, 0.2546, -0.4357, -0.6910, -0.4138, -0.7718, 0.1037, 0.5659, -0.6822, -0.3634, -0.8116, -0.2785, -0.2629, 0.2969, 0.2055, 0.4974, 0.1960, 0.0302, 0.4509, 0.3840, 0.3451, 0.3429, 0.2792, 0.1246, 0.3662, 0.0449, 0.3316, 0.3786, 0.3566, 0.3626, 0.3047, 0.3753, 0.2815, 0.3110, 0.4262, 0.2910, 0.4673, -1.0209, 0.4915, -1.0168, -1.1358, -0.9085, 0.2047, 0.2281, 0.3367, 0.2421, 0.2482, 0.2758, 0.2765, 0.3189, 0.3487, 0.3050, 0.0653